{
  "formula": "C26H27CeN7SSe",
  "method": "the ωB97M-V functional and the def2-TZVPD basis",
  "s2": 0.751,
  "charge": 1,
  "homo_ha": [-0.342, -0.342],
  "orbital_gap_ev": [4.3, 4.3],
  "e_above_lowest_kj_mol": 0.0,
  "max_force_ha_per_bohr": 0.026,
  "multiplicity": 2,
  "symbols": ["Ce", "C", "N", "C", "C", "C", "C", "C", "C", "C", "N", "C", "C", "C", "C", "C", "C", "N", "C", "C", "H", "H", "H", "H", "H", "H", "H", "H", "H", "H", "H", "H", "H", "H", "H", "H", "H", "H", "H", "H", "S", "C", "C", "C", "C", "C", "N", "H", "H", "H", "H", "Se", "N", "C", "C", "C", "C", "N", "C", "N", "H", "H", "H"],
  "positions_angstrom": [[-0.48738, -0.24904, -0.14176], [1.88259, -2.34304, -1.18422], [1.84300, -0.86154, -1.17928], [1.86381, -0.36264, -2.56363], [2.93652, -0.30468, -0.38525], [4.23077, -0.33458, -0.88132], [5.27270, 0.24869, -0.17868], [4.99042, 0.87152, 1.03100], [3.70773, 0.88640, 1.54247], [2.63885, 0.27756, 0.85930], [1.31685, 0.28189, 1.28478], [0.98497, 0.44921, 2.63293], [1.80167, 0.06022, 3.70876], [1.40669, 0.24752, 5.01825], [0.17932, 0.82797, 5.31812], [-0.66563, 1.17093, 4.27664], [-0.28213, 0.95744, 2.96085], [-1.23121, 1.25196, 1.88692], [-1.30098, 2.70002, 1.63530], [-2.57677, 0.71730, 2.17515], [2.82722, -2.69536, -1.60796], [1.06013, -2.72868, -1.78647], [1.77887, -2.71394, -0.16499], [2.64899, -0.83915, -3.15763], [2.03251, 0.71165, -2.56681], [0.91042, -0.58285, -3.05749], [4.42651, -0.81440, -1.83238], [6.27699, 0.23211, -0.57784], [5.78073, 1.36124, 1.58540], [3.52264, 1.39891, 2.47530], [2.75324, -0.41082, 3.50815], [2.06432, -0.07420, 5.81528], [-0.12447, 0.98322, 6.34384], [-1.63973, 1.59033, 4.49206], [-1.69741, 3.22693, 2.50939], [-1.95592, 2.90365, 0.78512], [-0.30185, 3.07763, 1.42518], [-2.49255, -0.30925, 2.52325], [-3.18473, 0.72912, 1.26334], [-3.10613, 1.31555, 2.92121], [-1.08722, -2.53770, 1.32671], [-1.65741, -3.09182, -0.24552], [-2.26092, -4.34903, -0.41300], [-2.67026, -4.74183, -1.66416], [-2.49606, -3.88921, -2.75984], [-1.90376, -2.67251, -2.52788], [-1.49051, -2.28717, -1.31033], [-2.39063, -4.98683, 0.44968], [-3.12865, -5.71308, -1.80045], [-2.81194, -4.16851, -3.75419], [-1.73911, -1.96855, -3.33711], [0.64286, 3.51886, -1.72646], [-0.65505, 4.04578, -2.81536], [-1.57734, 3.09839, -2.82048], [-2.79941, 3.09303, -3.56484], [-3.61963, 2.01970, -3.42869], [-3.26517, 0.94116, -2.55436], [-2.16539, 0.90084, -1.84640], [-1.30913, 1.96881, -1.98570], [-0.16588, 1.98397, -1.31549], [-3.03922, 3.93073, -4.20574], [-4.55822, 1.94921, -3.95929], [-3.94351, 0.10088, -2.45336]],
  "atomic_forces_ev_per_a": [[0.522, -0.787, 0.969], [0.051, 0.116, 0.057], [-0.113, 0.014, 0.055], [0.007, -0.112, 0.003], [0.038, 0.062, -0.069], [0.045, 0.078, 0.079], [-0.036, -0.017, -0.036], [0.075, -0.009, -0.068], [-0.061, 0.021, -0.091], [-0.022, 0.023, 0.063], [-0.185, 0.004, -0.081], [0.087, -0.028, -0.045], [-0.048, 0.021, -0.068], [-0.066, 0.030, 0.046], [-0.004, -0.012, -0.012], [0.182, -0.144, 0.115], [-0.164, 0.032, 0.022], [0.020, -0.046, -0.130], [0.030, -0.050, 0.077], [0.006, 0.100, -0.045], [-0.003, -0.045, 0.029], [-0.005, -0.016, -0.017], [0.032, 0.009, 0.006], [-0.009, 0.025, -0.026], [-0.004, 0.004, -0.002], [-0.037, -0.030, 0.022], [0.032, 0.005, -0.017], [0.011, -0.014, 0.028], [0.017, -0.011, -0.009], [-0.038, -0.008, -0.006], [-0.015, -0.015, -0.028], [-0.010, 0.016, 0.018], [0.006, 0.007, 0.000], [-0.010, 0.006, 0.020], [0.009, 0.014, -0.015], [-0.028, 0.002, -0.021], [0.011, -0.006, -0.001], [-0.024, 0.001, 0.022], [0.020, 0.045, -0.039], [-0.018, -0.020, 0.011], [-0.166, -0.229, -0.256], [-0.003, -0.135, 0.218], [-0.006, -0.020, 0.040], [-0.026, -0.028, -0.045], [0.016, 0.042, 0.036], [-0.076, -0.161, 0.016], [0.022, 0.150, -0.104], [0.018, 0.009, 0.000], [-0.005, 0.008, -0.001], [0.007, -0.014, 0.002], [0.018, 0.017, 0.005], [-0.350, -0.094, -0.148], [0.152, -0.220, 0.170], [-0.041, 0.117, -0.049], [-0.031, 0.044, -0.024], [0.113, -0.030, 0.096], [0.231, 0.174, 0.097], [-0.135, 0.272, -0.288], [-0.046, -0.053, -0.004], [-0.050, 0.860, -0.571], [-0.005, -0.007, -0.008], [0.018, 0.062, -0.036], [0.042, -0.029, 0.036]]
}